24
Properties=species:S:1:pos:R:3 method="wB97M-V/def2-TZVPD" e_lumo_ev=0.89 energy_ha=-426.5556 homo_energy_ev=-8.5 gap_ev=9.39 e_above_lowest_kcal_mol=10.8 smiles=Cc1ccc(O)cc1.CC
C 0.3963 2.9820 1.3948
C 0.5157 1.8669 0.3912
C -0.3952 1.7339 -0.6447
C -0.3689 0.5800 -1.4350
C 0.6528 -0.3298 -1.3047
O 0.7217 -1.4182 -2.1340
C 1.6067 -0.2278 -0.2860
C 1.4604 0.8437 0.5714
H -0.0682 2.6522 2.3309
H -0.2052 3.7944 0.9869
H 1.3628 3.3867 1.6456
H -1.1133 2.4834 -0.9502
H -1.1480 0.4571 -2.1786
H 0.3899 -1.1497 -3.0006
H 2.4491 -0.9020 -0.3490
H 2.2466 1.0700 1.2765
C -2.2073 -2.3835 0.7492
C -1.3833 -2.6014 2.0302
H -2.4908 -3.3056 0.2317
H -3.1903 -2.0652 1.1354
H -1.7776 -1.6563 0.0834
H -1.8696 -3.3178 2.6876
H -1.3651 -1.6490 2.5642
H -0.3343 -2.7887 1.8199